C3H6KO2 | ωB97M-V with the def2-TZVPD basis set

Last column: Löwdin charge in e.
Element x y z (Å)
O 2.2772 0.7766 0.1103  -0.65
C 1.6751 -0.4804 0.0889  -0.53
C 0.2433 -0.4708 -0.4380  -0.34
O -0.5541 0.2641 0.5754  -0.41
C -1.8490 0.4743 0.0578  -0.24
K 0.9114 2.1153 -0.4043  0.78
H 1.6989 -0.9329 1.1193  0.07
H 2.2259 -1.2023 -0.5634  0.07
H -0.1324 -1.5152 -0.4353  0.04
H -2.3568 1.2538 0.6472  0.06
H -2.4861 -0.3952 0.3113  0.04
H -1.6535 0.1129 -1.0692  0.09

Properties
spin multiplicity = 1
largest force on an atom = 4.9 eV Å⁻¹
net charge = -1
HOMO level = -1.3 eV
HOMO-LUMO gap = 0.1344 Ha